ORCA calculation (the ωB97M-V functional and the def2-TZVPD basis) on a structure of composition C34H44BFNbO2 at a distorted geometry.

The LUMO energy comes out at 0.0777 Ha. As for the HOMO energy: -4.3 eV. Its energy above the lowest of the compared OMol25 structures with the same formula, charge and spin is 82.8 kJ/mol.

The geometry in ORCA input format:
```
! wB97M-V def2-TZVPD RIJCOSX def2/J DEFGRID3
* xyz -1 1
C 0.86089 -4.52762 -1.68171
C 1.25741 -3.74251 -2.96789
O 0.30639 -2.78245 -3.42392
B -0.33169 -2.06329 -2.36703
O 0.37679 -1.14747 -1.52952
Nb -2.61538 -2.46940 -2.02261
C -4.84111 -3.04289 -1.82813
C -5.21196 -4.43652 -2.45577
F -5.89866 -4.25135 -3.67054
H 1.48762 -5.45420 -1.67432
H 1.12195 -3.99840 -0.74164
H -0.18485 -4.88364 -1.68569
H 1.34788 -4.49677 -3.78243
H 2.28411 -3.32407 -2.84770
H -0.06873 -1.13210 -0.68398
H -2.26360 -4.17572 -2.63798
H -2.83774 -1.94609 -3.77158
H -2.92330 -0.75350 -1.48246
H -2.30546 -3.05789 -0.32056
H -5.49488 -2.24343 -2.24752
H -5.04874 -3.14711 -0.73247
H -5.88890 -4.97147 -1.75053
H -4.33646 -5.06835 -2.67219
C -1.99263 3.71585 -3.46725
C -1.66989 2.64627 -2.63947
C -1.29428 1.42732 -3.19057
C -1.23235 1.28006 -4.57094
C -1.55129 2.34992 -5.39920
C -1.93548 3.56711 -4.84804
H -2.28909 4.66546 -3.03635
H -1.71236 2.76249 -1.56299
H -1.04921 0.59280 -2.54603
H -0.93568 0.33033 -4.99956
H -1.50139 2.23470 -6.47583
H -2.18937 4.39931 -5.49459
C 1.15766 4.74269 -9.64828
C 1.24298 3.75823 -8.67084
C 0.88863 4.04759 -7.35876
C 0.43992 5.31980 -7.02568
C 0.35129 6.30334 -8.00349
C 0.71386 6.01641 -9.31414
H 1.43691 4.51729 -10.67056
H 1.58641 2.76450 -8.93173
H 0.96061 3.28242 -6.59601
H 0.15927 5.54310 -6.00378
H -0.00030 7.29477 -7.74361
H 0.64943 6.78481 -10.07520
C -2.82903 -0.48834 2.31996
C -2.43166 -0.04338 3.57476
C -3.31975 -0.08620 4.64323
C -4.60406 -0.58345 4.45737
C -5.00018 -1.03238 3.20243
C -4.11448 -0.98154 2.13282
H -2.13777 -0.45251 1.48650
H -1.42765 0.33820 3.71997
H -3.01082 0.26675 5.62014
H -5.29592 -0.62164 5.29064
H -6.00076 -1.42207 3.05790
H -4.42459 -1.32684 1.15371
C 1.15575 -1.44132 3.51550
C 1.00594 -2.18793 4.67767
C 2.02973 -2.22613 5.61646
C 3.20040 -1.50966 5.39675
C 3.34850 -0.76015 4.23585
C 2.32795 -0.72890 3.29297
H 0.35836 -1.41488 2.78270
H 0.09053 -2.74066 4.85086
H 1.91545 -2.81328 6.51964
H 3.99699 -1.53575 6.13076
H 4.26086 -0.20011 4.06509
H 2.44528 -0.14918 2.38560
C 5.54836 1.41100 9.86740
C 6.78934 0.87005 9.55411
C 7.02623 0.36432 8.28181
C 6.02433 0.40809 7.31959
C 4.78450 0.95219 7.63179
C 4.54487 1.44997 8.90666
H 5.36288 1.80225 10.86039
H 7.57228 0.84191 10.30237
H 7.99156 -0.06316 8.03954
H 6.21037 0.01793 6.32596
H 4.00435 0.98733 6.88095
H 3.57665 1.86910 9.15118
*
```

ORCA calculation (the ωB97M-V functional and the def2-TZVPD basis) on a cluster of 10 separate species, C24H48Cl6O7 in total at a distorted geometry.

The LUMO energy comes out at 0.0096 Ha. As for the HOMO energy: -9.4 eV. Its energy above the lowest of the compared OMol25 structures with the same formula, charge and spin is 0.0 kJ/mol. The SMILES is CC(C)=O.CC(C)=O.CC(C)=O.CC(C)=O.CC(C)=O.CC(C)=O.CC(C)=O.ClCCl.ClCCl.ClCCl.

The geometry in ORCA input format:
```
! wB97M-V def2-TZVPD RIJCOSX def2/J DEFGRID3
* xyz 0 1
C 23.32723 41.39626 -8.10815
Cl 21.78395 40.53859 -8.34134
Cl 24.42672 40.45961 -7.06550
H 23.75156 41.57270 -9.08699
H 23.14470 42.30390 -7.54508
C 16.09260 41.06890 -6.62346
Cl 16.36464 39.85605 -7.90998
Cl 16.49576 42.69027 -7.13224
H 15.04924 40.98451 -6.34132
H 16.72009 40.74522 -5.79859
C 20.46662 40.71602 -4.83799
Cl 18.99684 41.54627 -4.29032
Cl 21.88865 41.79115 -4.62198
H 20.62044 39.81829 -4.25273
H 20.37649 40.48210 -5.89078
C 24.71958 42.88195 -3.23074
C 25.14555 43.22803 -1.81895
O 24.51636 44.02388 -1.16218
C 26.32970 42.50557 -1.22224
H 23.70258 43.22985 -3.37584
H 24.84830 41.81010 -3.38612
H 25.36244 43.40591 -3.94247
H 26.01662 41.56417 -0.76696
H 26.75545 43.12303 -0.43333
H 27.08455 42.26977 -1.97211
C 16.56239 36.91273 -5.23939
C 17.38138 37.96629 -4.53855
O 18.40660 38.39527 -5.01623
C 16.91460 38.42172 -3.18588
H 16.95891 36.60991 -6.20265
H 15.58724 37.36235 -5.45654
H 16.41917 36.10099 -4.52622
H 15.83737 38.59985 -3.21648
H 17.41607 39.33346 -2.86843
H 17.11009 37.66676 -2.42171
C 23.69047 38.89789 -2.59073
C 25.15967 38.60306 -2.88213
O 25.93652 39.53537 -2.93087
C 25.57092 37.22873 -3.37743
H 23.17614 38.96272 -3.54540
H 23.70411 39.81928 -2.01264
H 23.29653 38.11173 -1.94225
H 24.88582 36.49627 -2.93913
H 26.55691 37.00963 -2.97453
H 25.45908 37.15255 -4.45189
C 23.24893 37.01661 -5.89103
C 22.16980 36.29421 -6.65057
O 22.40779 35.21449 -7.13677
C 20.86643 37.00844 -6.90876
H 24.17510 36.95269 -6.46613
H 23.41955 36.43569 -4.98467
H 23.06512 38.07659 -5.72793
H 20.27801 36.34844 -7.54133
H 21.10033 37.94910 -7.40829
H 20.36265 37.21713 -5.96612
C 21.83348 42.27652 -0.21772
C 20.79834 43.35953 -0.12960
O 20.71580 44.07685 0.82981
C 19.93898 43.53364 -1.36816
H 22.11672 42.05921 -1.25787
H 21.43931 41.29152 0.05725
H 22.77973 42.48496 0.27424
H 19.27024 44.38291 -1.21975
H 19.31636 42.66060 -1.56406
H 20.55487 43.74644 -2.24209
C 17.75911 45.06513 -4.09155
C 16.47962 44.37955 -3.68433
O 16.41819 43.21450 -3.38702
C 15.25132 45.27051 -3.54846
H 18.04089 45.75771 -3.28719
H 17.70071 45.69570 -4.97517
H 18.56214 44.32828 -4.09279
H 15.26976 45.56900 -2.49800
H 14.35961 44.68657 -3.76408
H 15.27258 46.14291 -4.19759
C 20.06811 43.86811 -6.79884
C 20.32327 44.10599 -8.26100
O 21.24522 44.78364 -8.65331
C 19.31536 43.49644 -9.22564
H 19.00874 43.76587 -6.57609
H 20.48483 44.66431 -6.17714
H 20.62362 42.98960 -6.46608
H 19.80660 43.49726 -10.19734
H 18.52292 44.25175 -9.21326
H 18.91817 42.52003 -8.96869
*
```

ORCA calculation (the ωB97M-V functional and the def2-TZVPD basis) on a structure of composition C19H14F10N3OS2Y.

The LUMO energy comes out at 0.0061 Ha. As for the HOMO energy: -7.9 eV. Its energy above the lowest of the compared OMol25 structures with the same formula, charge and spin is 22.0 kJ/mol.

The geometry in ORCA input format:
```
! wB97M-V def2-TZVPD RIJCOSX def2/J DEFGRID3
* xyz 0 1
Y -0.08450 0.38882 -0.09310
C 2.00548 1.44314 2.37226
N 0.88422 1.98817 1.59396
C 1.33120 3.16948 0.81951
C 2.05630 2.76823 -0.45079
N 1.19625 1.84332 -1.17610
C 1.47064 1.54249 -2.49555
C 0.45849 0.93458 -3.24593
F -0.73396 0.71986 -2.60984
C 0.58833 0.52036 -4.54982
F -0.43239 -0.06230 -5.17691
C 1.78320 0.73706 -5.21107
F 1.93386 0.35491 -6.48029
C 2.80979 1.35375 -4.52538
F 3.97369 1.56485 -5.13959
C 2.65933 1.73722 -3.20188
F 3.73315 2.27659 -2.59691
C -0.25845 2.30190 2.48492
C -1.06846 1.06901 2.83642
N -1.54279 0.44606 1.60463
C -2.38072 -0.64293 1.69554
C -2.80726 -1.23435 0.50053
F -2.34715 -0.67387 -0.66165
C -3.61968 -2.33809 0.40299
F -3.95783 -2.82372 -0.79187
C -4.07963 -2.93938 1.55888
F -4.86659 -4.01678 1.50069
C -3.69838 -2.39715 2.76979
F -4.12737 -2.95856 3.90028
C -2.87289 -1.28618 2.83833
F -2.55502 -0.85507 4.07288
H 2.38578 2.20023 3.06807
H 2.81018 1.13247 1.70790
H 1.68601 0.57399 2.94063
H 1.99040 3.80625 1.42273
H 0.44538 3.74712 0.55338
H 3.03232 2.33436 -0.21058
H 2.25949 3.67935 -1.02280
H -0.90544 3.00651 1.96038
H 0.08541 2.77764 3.41208
H -1.88757 1.38863 3.48658
H -0.45857 0.37687 3.42993
C 0.17175 -4.78889 -0.75742
O 0.53953 -3.90923 0.32239
C 0.65630 -2.61549 0.11069
S 0.49816 -1.93757 -1.44189
S 0.97977 -1.66915 1.48003
H -0.14050 -5.70846 -0.27406
H 1.03871 -4.96510 -1.39118
H -0.63797 -4.36094 -1.34181
*
```

ORCA calculation (the ωB97M-V functional and the def2-TZVPD basis) on an isolated molecule of C28H30N2O3.

The LUMO energy comes out at 0.0209 Ha. As for the HOMO energy: -8.8 eV. Its energy above the lowest of the compared OMol25 structures with the same formula, charge and spin is 16.6 kJ/mol. The SMILES is N#Cc1ccc(OC[C@H](O)CN2CCC(C(O)(c3ccccc3)c3ccccc3)CC2)cc1.

The geometry in ORCA input format:
```
! wB97M-V def2-TZVPD RIJCOSX def2/J DEFGRID3
* xyz 0 1
N -9.27770 -4.10736 -3.04411
C -8.26918 -3.67602 -2.70835
C -7.02821 -3.14606 -2.29588
C -6.72296 -3.04529 -0.93965
C -5.51137 -2.52673 -0.52836
C -4.57667 -2.10384 -1.47313
C -4.88949 -2.20164 -2.83516
C -6.09720 -2.71354 -3.24482
H -6.33169 -2.78709 -4.29622
H -4.15496 -1.86763 -3.55098
O -3.35251 -1.58924 -1.20523
C -2.85420 -1.53717 0.11813
C -3.20478 -0.21985 0.83941
O -4.58728 -0.04466 1.02777
H -4.99968 0.11191 0.16932
C -2.58700 0.95731 0.06606
N -1.14227 0.85215 0.04531
C -0.53861 1.33457 -1.18371
C 0.94331 0.97711 -1.20968
C 1.65271 1.61574 -0.01523
C 0.96324 1.11207 1.24957
C -0.51870 1.47256 1.19847
H -1.01522 1.10794 2.10031
H -0.63215 2.57316 1.16959
H 1.05255 0.02643 1.30292
H 1.41145 1.54042 2.14681
H 1.51995 2.69895 -0.10275
C 3.17917 1.35696 -0.05769
C 3.45280 -0.13759 0.03265
C 3.62549 -0.88952 -1.12182
C 3.85132 -2.25295 -1.04842
C 3.90638 -2.88258 0.18224
C 3.73886 -2.13938 1.33891
C 3.51525 -0.77658 1.26638
H 3.40216 -0.20266 2.17430
H 3.78576 -2.62277 2.30384
H 4.08245 -3.94648 0.24155
H 3.98404 -2.82337 -1.95615
H 3.58024 -0.39831 -2.08255
C 3.96815 2.09788 1.01947
C 3.48098 3.18845 1.72710
C 4.28610 3.86001 2.63257
C 5.59547 3.46524 2.83669
C 6.10148 2.39578 2.11808
C 5.29659 1.72490 1.21689
H 5.70409 0.88919 0.66347
H 7.12592 2.08311 2.25730
H 6.21961 3.99060 3.54404
H 3.88450 4.70154 3.17808
H 2.47091 3.53467 1.57998
O 3.60440 1.88066 -1.31596
H 4.56545 1.82013 -1.35849
H 1.39034 1.33193 -2.13747
H 1.04580 -0.10762 -1.16022
H -1.04220 0.85004 -2.02355
H -0.65688 2.42848 -1.29276
H -2.93628 1.90144 0.51554
H -2.96167 0.91242 -0.96100
H -2.78241 -0.27430 1.84723
H -1.76652 -1.56579 0.01558
H -3.19031 -2.39951 0.70077
H -5.31449 -2.43678 0.52814
H -7.44433 -3.37140 -0.20516
*
```

ORCA calculation (the ωB97M-V functional and the def2-TZVPD basis) on a cluster of 6 separate species, C45H46F12NO5S in total at a distorted geometry.

The LUMO energy (spin up / spin down) comes out at 0.0109 / -0.0003 Ha. As for the HOMO energy (spin up / spin down): -8.7 / -9.1 eV. Its expectation value of S² is 0.75.

The geometry in ORCA input format:
```
! wB97M-V def2-TZVPD RIJCOSX def2/J DEFGRID3
* xyz 0 2
C -1.30455 0.33810 4.21546
C -1.23436 -0.47178 2.92214
C -0.75192 -1.88581 3.31935
C -0.22013 0.03052 1.89572
C -0.61556 1.30154 1.11673
C -0.58659 1.12130 -0.39591
C 0.64143 0.41523 -0.99011
O 1.82216 0.54329 -0.18288
C 2.44035 -0.64587 0.05659
O 2.95567 -1.31617 -0.80181
S 0.43133 2.78354 1.46034
O -0.35723 3.85250 2.01771
O 1.15799 3.18947 0.29001
C 1.71888 2.44150 2.74021
F 2.60646 1.53815 2.28064
F 1.17406 1.89490 3.85846
C 2.50313 3.72875 3.18480
F 2.38260 4.74419 2.32499
F 3.81311 3.40783 3.25609
C 2.10625 4.24467 4.60301
F 2.66584 5.47279 4.73343
F 2.60934 3.46747 5.57048
F 0.77615 4.39532 4.73675
C -2.05423 1.74137 1.49586
C -3.08478 0.59278 1.64435
C -4.15306 1.13872 2.63281
C -3.85937 0.30037 0.36651
N -2.54253 -0.64174 2.25678
O -2.63936 -1.69842 1.54618
H -2.22803 0.16925 4.75433
H -1.21216 1.40438 4.03132
H -0.46506 0.08850 4.84873
H -0.38349 -2.42897 2.46125
H 0.07788 -1.75554 4.00860
H -1.53161 -2.42213 3.84276
H -0.13769 -0.76823 1.16522
H 0.74617 0.08271 2.38270
H -1.45105 0.52881 -0.67562
H -0.72077 2.07369 -0.89459
H 0.41576 -0.64149 -1.10180
H 0.81187 0.79794 -1.98870
H 2.45607 -0.94049 1.11175
H -2.06129 2.30530 2.41363
H -2.41778 2.37936 0.70048
H -4.77139 1.84173 2.08389
H -3.71468 1.59337 3.51152
H -4.81146 0.32286 2.90901
H -4.70080 -0.31753 0.65290
H -4.18588 1.22026 -0.10270
H -3.29239 -0.27959 -0.33993
F -4.32816 -1.29267 -1.97598
C -4.49099 -0.70279 -3.17767
C -5.76496 -0.56215 -3.68895
C -5.92680 0.05433 -4.92025
C -4.81855 0.50981 -5.62328
C -3.54542 0.35341 -5.09243
C -3.37592 -0.25350 -3.85655
H -6.61351 -0.92906 -3.12701
H -6.91399 0.17894 -5.33158
H -4.94875 0.98787 -6.58523
H -2.68142 0.70373 -5.64085
H -2.39295 -0.38029 -3.42130
F -8.25428 1.80877 -4.46590
C -8.06236 3.08253 -4.05823
C -6.79725 3.62776 -4.14362
C -6.60574 4.93666 -3.72602
C -7.67035 5.67335 -3.22496
C -8.93257 5.10189 -3.14493
C -9.13612 3.79662 -3.56805
H -5.98000 3.03261 -4.52957
H -5.62224 5.38161 -3.79181
H -7.51558 6.69239 -2.89722
H -9.76237 5.67292 -2.75152
H -10.11314 3.33457 -3.52091
F 8.89059 -4.46104 -1.30978
C 7.67641 -3.94524 -1.59264
C 6.80155 -4.67785 -2.36798
C 5.55206 -4.14418 -2.65265
C 5.19930 -2.89170 -2.16971
C 6.09734 -2.17137 -1.39566
C 7.34531 -2.69976 -1.09807
H 7.09901 -5.64938 -2.74017
H 4.85179 -4.70859 -3.25432
H 4.22951 -2.47973 -2.39588
H 5.82492 -1.19375 -1.02235
H 8.05704 -2.15713 -0.49017
F 0.15034 -5.44674 -4.91339
C 1.20447 -5.97005 -5.56898
C 1.08451 -6.25382 -6.91432
C 2.17500 -6.78808 -7.58519
C 3.35990 -7.03848 -6.90658
C 3.45706 -6.74981 -5.55262
C 2.37446 -6.20658 -4.87692
H 0.15035 -6.05775 -7.42326
H 2.09862 -7.00955 -8.64091
H 4.20615 -7.45834 -7.43320
H 4.37771 -6.94791 -5.02028
H 2.43189 -5.96772 -3.82290
F 6.89182 0.34182 10.21150
C 6.39213 0.87964 9.08184
C 7.20035 0.96540 7.96624
C 6.68036 1.51626 6.80432
C 5.37180 1.97853 6.77519
C 4.57825 1.88594 7.91017
C 5.08699 1.32852 9.07412
H 8.21937 0.60548 8.01259
H 7.29885 1.58484 5.91981
H 4.97175 2.41053 5.86815
H 3.55969 2.24925 7.89084
H 4.48345 1.24036 9.96750
*
```

ORCA calculation (the ωB97M-V functional and the def2-TZVPD basis) on a structure of composition H4NPSi at a distorted geometry.

The LUMO energy comes out at -0.0318 Ha. As for the HOMO energy: -8.7 eV. Its energy above the lowest of the compared OMol25 structures with the same formula, charge and spin is 110.9 kJ/mol.

The geometry in ORCA input format:
```
! wB97M-V def2-TZVPD RIJCOSX def2/J DEFGRID3
* xyz 0 1
N -0.52519 -0.37854 0.47641
Si 1.00963 0.14370 0.18437
P -2.00689 -0.22229 0.28585
H 0.93348 1.53628 0.37145
H 1.77814 -0.24189 1.39510
H 1.25247 -0.19917 -1.24977
H -2.44164 -0.63808 -1.46340
*
```